Record 1
{
  "formula": "C56H74N5O",
  "method": "the ωB97M-V functional and the def2-TZVPD basis",
  "e_lumo_ev": -3.96,
  "total_charge": 1,
  "fmax_ha_per_bohr": 0.0611,
  "gap_ev": 4.066,
  "e_homo_ha": -0.295,
  "elements": ["C", "C", "C", "C", "C", "C", "C", "C", "C", "C", "C", "N", "C", "C", "C", "C", "C", "C", "C", "C", "C", "C", "C", "C", "N", "N", "C", "C", "C", "C", "C", "C", "C", "C", "C", "C", "C", "C", "C", "C", "C", "C", "C", "C", "C", "H", "H", "H", "H", "H", "H", "H", "H", "H", "H", "H", "H", "H", "H", "H", "H", "H", "H", "H", "H", "H", "H", "H", "H", "H", "H", "H", "H", "H", "H", "H", "H", "H", "H", "H", "H", "H", "H", "H", "H", "H", "H", "H", "H", "H", "H", "H", "H", "H", "H", "H", "H", "H", "H", "H", "H", "H", "H", "H", "C", "N", "C", "C", "N", "C", "C", "C", "C", "C", "C", "C", "C", "C", "C", "C", "O", "H", "H", "H", "H", "H", "H", "H", "H", "H", "H", "H", "H", "H", "H", "H"],
  "positions_angstrom": [[-5.7016, -0.3409, -1.6808], [-5.5055, 0.3691, -0.3353], [-6.3473, 1.6443, -0.2676], [-4.0306, 0.5944, -0.0475], [-3.3827, 1.7884, -0.3709], [-2.0010, 1.9200, -0.2527], [-1.2783, 3.1571, -0.7890], [-2.1235, 4.4285, -0.7543], [-0.6589, 2.9248, -2.1663], [-1.2545, 0.8554, 0.3307], [0.1905, 0.9788, 0.5189], [0.7434, 1.8345, 1.4655], [0.0847, 2.9440, 2.1339], [0.4616, 4.2703, 1.8276], [1.6943, 4.5912, 0.9813], [2.9317, 4.5813, 1.8657], [1.5518, 5.8757, 0.1681], [-0.3260, 5.3133, 2.3291], [-1.4757, 5.0503, 3.0647], [-1.7914, 3.7428, 3.4199], [-0.9758, 2.6789, 3.0265], [-1.1376, 1.2992, 3.6526], [-2.5439, 1.0581, 4.1911], [-0.0792, 1.0402, 4.7230], [2.0797, 1.7207, 1.4759], [2.3743, 0.7215, 0.5984], [3.7726, 0.5381, 0.2879], [4.3307, 1.2844, -0.7630], [3.5343, 2.3573, -1.5172], [3.1649, 1.8727, -2.9118], [4.2736, 3.6964, -1.5621], [5.6713, 1.0862, -1.0839], [6.4658, 0.2587, -0.2938], [5.9402, -0.3016, 0.8707], [4.5927, -0.1598, 1.1860], [4.1073, -0.6683, 2.5506], [2.8303, -1.5100, 2.5107], [3.9918, 0.4626, 3.5760], [1.2164, 0.3026, -0.1038], [1.0684, -0.6334, -1.1520], [-1.9267, -0.3260, 0.7620], [-1.1918, -1.4424, 1.5124], [-0.7990, -2.5605, 0.5641], [-2.0029, -2.0580, 2.6524], [-3.2872, -0.4555, 0.4827], [-5.1363, -1.2786, -1.7140], [-6.7601, -0.5697, -1.8434], [-5.3577, 0.2940, -2.5073], [-5.8671, -0.3137, 0.4446], [-6.1568, 2.1930, 0.6595], [-6.1405, 2.3044, -1.1159], [-7.4105, 1.3882, -0.2928], [-3.9654, 2.6227, -0.7643], [-0.4430, 3.3235, -0.0978], [-2.5993, 4.5505, 0.2257], [-1.4904, 5.3071, -0.9298], [-2.8967, 4.4026, -1.5341], [-0.0003, 2.0451, -2.1522], [-1.4497, 2.7541, -2.9145], [-0.0644, 3.7996, -2.4709], [1.8055, 3.7631, 0.2665], [3.1079, 3.5475, 2.1824], [3.8123, 4.9426, 1.3243], [2.7725, 5.2057, 2.7552], [0.6257, 5.8716, -0.4244], [1.5491, 6.7589, 0.8222], [2.3960, 5.9734, -0.5273], [-0.0417, 6.3461, 2.1299], [-2.1217, 5.8700, 3.3879], [-2.6636, 3.5492, 4.0422], [-0.9663, 0.5885, 2.8377], [-3.2854, 1.1451, 3.3870], [-2.6226, 0.0621, 4.6368], [-2.7827, 1.7838, 4.9770], [0.9345, 1.2161, 4.3370], [-0.2392, 1.7167, 5.5748], [-0.1359, 0.0032, 5.0812], [2.6130, 2.5093, -0.9402], [2.5669, 0.9566, -2.8473], [2.5874, 2.6327, -3.4517], [4.0765, 1.6558, -3.4841], [4.5816, 4.0060, -0.5544], [5.1709, 3.6316, -2.1928], [3.6163, 4.4749, -1.9730], [6.0916, 1.6174, -1.9422], [7.5150, 0.1129, -0.5408], [6.5854, -0.8590, 1.5562], [4.9150, -1.3312, 2.8939], [2.7912, -2.1454, 1.6178], [2.7872, -2.1586, 3.3957], [1.9367, -0.8739, 2.5355], [4.9543, 0.9719, 3.7037], [3.2578, 1.2062, 3.2379], [3.6733, 0.0617, 4.5467], [1.9144, -1.2248, -1.4580], [0.1546, -0.5080, -1.7256], [-0.2581, -1.0307, 1.9262], [-0.0826, -2.2010, -0.1818], [-0.3420, -3.4060, 1.0958], [-1.6834, -2.9193, 0.0252], [-2.3676, -1.2884, 3.3386], [-2.8624, -2.6175, 2.2602], [-1.3668, -2.7483, 3.2230], [-3.7952, -1.3968, 0.7083], [0.7904, -5.8592, -0.2284], [-0.5293, -6.4576, -0.3248], [-0.8319, -7.6619, 0.2893], [-2.1352, -7.9257, 0.0556], [-2.6232, -6.8775, -0.7181], [-4.0088, -6.8431, -1.1448], [-1.6159, -5.9955, -0.9897], [-1.7204, -4.6795, -1.6584], [-0.4844, -4.1410, -2.2336], [-0.2626, -2.8580, -2.6928], [0.2502, -2.7097, -4.0494], [-0.3328, -1.7692, -4.9426], [-0.0278, -1.8029, -6.3023], [0.8723, -2.7554, -6.8086], [1.4300, -3.7005, -5.9375], [1.1658, -3.6497, -4.5762], [-2.8199, -4.0730, -1.6439], [1.4617, -6.2518, -1.0093], [0.7406, -4.7676, -0.3110], [1.2185, -6.1127, 0.7536], [-0.1042, -8.2201, 0.8498], [-2.7643, -8.7390, 0.3823], [-4.2263, -5.9175, -1.6816], [-4.2300, -7.7092, -1.7849], [-4.6581, -6.9126, -0.2608], [0.2652, -4.9095, -2.4240], [-0.7964, -2.0349, -2.2299], [-1.0556, -1.0534, -4.5415], [-0.4964, -1.0853, -6.9762], [1.1089, -2.7812, -7.8748], [2.0838, -4.4786, -6.3252], [1.6478, -4.3467, -3.8928]],
  "lowdin_charge": [-0.0605, -0.3881, -0.0770, -0.1769, 0.0341, -0.0933, -0.3657, -0.0583, -0.0359, -0.0597, -0.1271, 0.0555, -0.0753, -0.1284, -0.3798, -0.0505, -0.0539, -0.0228, -0.0504, -0.0153, -0.1045, -0.3661, -0.0705, -0.0343, 0.1462, 0.0183, -0.0791, -0.1111, -0.3681, -0.0562, -0.0541, -0.0277, -0.0519, -0.0320, -0.1265, -0.3606, -0.0634, -0.0603, -0.2266, -0.0286, -0.1096, -0.3551, -0.0779, -0.0515, 0.0195, 0.0726, 0.0801, 0.0864, 0.1330, 0.0847, 0.0773, 0.0809, 0.1090, 0.0925, 0.0833, 0.0708, 0.0825, 0.0647, 0.0896, 0.0843, 0.0973, 0.0570, 0.0729, 0.0931, 0.0714, 0.0820, 0.0737, 0.1142, 0.1150, 0.1066, 0.0873, 0.0933, 0.0688, 0.0791, 0.0671, 0.0933, 0.0856, 0.0992, 0.0614, 0.0810, 0.0841, 0.0755, 0.0806, 0.0789, 0.1179, 0.1086, 0.1182, 0.1253, 0.0817, 0.0833, 0.0551, 0.0866, 0.0431, 0.0837, 0.0483, 0.0378, 0.1121, 0.0284, 0.0811, 0.0675, 0.0487, 0.0809, 0.0877, 0.1251, 0.0014, -0.0286, 0.0040, 0.0108, -0.0299, 0.0163, -0.0732, -0.3112, -0.0460, 0.0163, -0.1995, -0.0093, -0.0664, -0.0617, -0.0701, -0.0345, 0.0538, 0.1152, 0.0789, 0.1135, 0.1389, 0.1432, 0.0928, 0.1104, 0.1129, 0.0932, 0.0989, 0.1212, 0.1102, 0.1110, 0.1083, 0.1089]
}


Record 2
{
  "formula": "C34H62BeF6N4O9S5",
  "method": "the ωB97M-V functional and the def2-TZVPD basis",
  "e_lumo_ev": -2.91,
  "fmax_ha_per_bohr": 0.0855,
  "gap_ev": 4.789,
  "e_homo_ha": -0.283,
  "elements": ["Be", "C", "O", "O", "C", "F", "F", "F", "C", "C", "H", "H", "H", "H", "H", "H", "C", "O", "O", "C", "F", "F", "F", "C", "C", "H", "H", "H", "H", "H", "H", "C", "S", "O", "C", "H", "H", "H", "H", "H", "H", "C", "S", "O", "C", "H", "H", "H", "H", "H", "H", "C", "S", "O", "C", "H", "H", "H", "H", "H", "H", "C", "S", "O", "C", "H", "H", "H", "H", "H", "H", "C", "S", "O", "C", "H", "H", "H", "H", "H", "H", "N", "C", "C", "C", "C", "H", "H", "H", "H", "H", "N", "C", "C", "C", "C", "H", "H", "H", "H", "H", "N", "C", "C", "C", "C", "H", "H", "H", "H", "H", "N", "C", "C", "C", "C", "H", "H", "H", "H", "H"],
  "positions_angstrom": [[4.4937, 0.0180, 2.1638], [1.7110, -0.2129, -0.4830], [0.3805, 0.0157, 0.0217], [2.5937, -0.2044, 0.5379], [1.6695, -1.4849, -1.4174], [2.0070, -1.0770, -2.6787], [2.5195, -2.4767, -1.1157], [0.4752, -2.0695, -1.6163], [0.2240, 1.3603, 0.4419], [-1.1399, 1.2896, 1.1557], [-1.0760, 0.5514, 1.9563], [-1.3909, 2.2678, 1.5670], [-1.9411, 0.9322, 0.5077], [0.2623, 2.0435, -0.4092], [0.7927, 1.7970, 1.2662], [1.9251, 0.6060, -1.1802], [4.4827, 3.3731, 2.7514], [4.4517, 3.6383, 1.3725], [5.2096, 2.2333, 2.9523], [4.9952, 4.6095, 3.5494], [5.4055, 4.3239, 4.7827], [5.9695, 5.1804, 2.8384], [4.0327, 5.5597, 3.6916], [3.1789, 3.7359, 0.6712], [3.5423, 4.3802, -0.6517], [2.7401, 4.2148, -1.3797], [3.5364, 5.4705, -0.6183], [4.4334, 4.0558, -1.1866], [2.4344, 4.4061, 1.1041], [2.8347, 2.7042, 0.5840], [3.4498, 3.2162, 3.0943], [-2.5918, -2.0098, -1.1849], [-4.1724, -1.9796, -0.2830], [-5.1294, -1.1317, -1.0614], [-4.4752, -3.7743, -0.4938], [-2.7727, -2.4031, -2.1837], [-1.8753, -2.6013, -0.6153], [-2.2596, -0.9721, -1.1834], [-3.7567, -4.3270, 0.1164], [-4.4234, -4.0935, -1.5334], [-5.3888, -4.1353, -0.0187], [-5.4467, 0.1029, 5.4212], [-4.3749, -0.7542, 4.1964], [-3.2604, 0.2194, 3.7975], [-5.4529, -0.6541, 2.7841], [-6.2970, -0.5353, 5.6568], [-5.7413, 1.0705, 5.0186], [-4.8057, 0.2228, 6.2932], [-6.4025, -1.0683, 3.1257], [-4.9504, -1.3601, 2.1252], [-5.5052, 0.3599, 2.3959], [6.0430, 1.7092, -2.5520], [6.2412, 0.3198, -1.3728], [5.3487, 0.5931, -0.1906], [5.5383, -1.0883, -2.3622], [6.5421, 2.6296, -2.2471], [5.0256, 2.0829, -2.6802], [6.4743, 1.3822, -3.4978], [4.4697, -0.9055, -2.4560], [5.7333, -1.9481, -1.7194], [6.0911, -1.3413, -3.2655], [3.5556, -5.5466, -3.2791], [1.8520, -6.1458, -3.6185], [1.4798, -7.2991, -2.7349], [0.8495, -4.7640, -3.0011], [4.2335, -6.3318, -3.5994], [3.6982, -5.2607, -2.2328], [3.6872, -4.5425, -3.6877], [1.3055, -4.5236, -2.0433], [-0.1965, -5.0542, -3.0191], [1.0517, -3.9625, -3.7127], [1.1007, 2.0255, 4.8333], [1.4767, 0.4997, 3.7999], [2.9126, 0.0114, 3.9510], [0.2870, -0.5946, 4.6970], [1.7479, 2.8427, 4.5145], [1.0064, 1.8805, 5.9077], [0.1368, 2.4630, 4.5567], [0.6170, -1.6073, 4.4677], [-0.7521, -0.4214, 4.4131], [0.3016, -0.4798, 5.7818], [0.5620, -3.7938, -7.7771], [0.6807, -3.6098, -6.4413], [1.6835, -2.6728, -6.2090], [2.1680, -2.3374, -7.5103], [1.3456, -2.9303, -8.4636], [-0.0444, -4.4696, -8.2100], [-0.0392, -4.0319, -5.7583], [1.9485, -2.2725, -5.2439], [3.0194, -1.6826, -7.6151], [1.3199, -2.9600, -9.5406], [-4.5208, 1.5230, -1.8137], [-5.3932, 2.0323, -2.7189], [-4.8319, 3.1440, -3.3439], [-3.5591, 3.2845, -2.7268], [-3.3656, 2.2624, -1.8318], [-4.6320, 0.6694, -1.2757], [-6.3930, 1.6723, -2.9029], [-5.3255, 3.8275, -4.0146], [-2.7961, 4.0436, -2.8201], [-2.5266, 2.1333, -1.1688], [-4.7936, 4.4906, 2.3561], [-3.5923, 3.8987, 2.6127], [-2.6971, 4.8374, 3.0444], [-3.3558, 6.1234, 3.0736], [-4.6417, 5.8372, 2.5974], [-5.6156, 4.0650, 1.9665], [-3.3790, 2.8407, 2.6466], [-1.7437, 4.6512, 3.5149], [-2.9828, 7.1177, 3.2525], [-5.4813, 6.4804, 2.3832], [-0.0298, -2.4528, 1.7532], [-1.2483, -2.8230, 2.3227], [-1.2284, -4.1983, 2.4737], [-0.0799, -4.6746, 1.8198], [0.6618, -3.5723, 1.4884], [0.1099, -1.5114, 1.4145], [-1.8996, -2.0196, 2.6334], [-2.0088, -4.7764, 2.9446], [0.1019, -5.7373, 1.7831], [1.6240, -3.6642, 1.0081]],
  "lowdin_charge": [1.0768, -0.4365, -0.1311, -0.2155, -0.5103, 0.0836, 0.1134, 0.1182, -0.2566, -0.0647, 0.0508, 0.0675, 0.0532, 0.1264, 0.0792, 0.1433, -0.4608, -0.0980, -0.1672, -0.5556, 0.1578, 0.1531, 0.1166, -0.2089, -0.0716, 0.0721, 0.0766, 0.0588, 0.1227, 0.0957, 0.1227, -0.2303, 0.8264, -0.5475, -0.2410, 0.0650, 0.0425, 0.0396, 0.0478, 0.0562, 0.0498, -0.2444, 0.8305, -0.5898, -0.2706, 0.0502, 0.0564, 0.0450, 0.0583, -0.0202, 0.0684, -0.2423, 0.8694, -0.5969, -0.2202, 0.0525, 0.0539, 0.0497, 0.0353, 0.0443, 0.0569, -0.2484, 0.8034, -0.5701, -0.2520, 0.0455, 0.0467, 0.0426, 0.0340, 0.0608, 0.0130, -0.1972, 0.8880, -0.5786, -0.2219, 0.0336, 0.0556, 0.0519, 0.0468, 0.0321, 0.0545, -0.0098, -0.1537, -0.0961, -0.1075, -0.1284, 0.1503, 0.0992, 0.0757, 0.0838, 0.1058, 0.0151, -0.1480, -0.1007, -0.1328, -0.1401, 0.0772, 0.1041, 0.0823, 0.0851, 0.0823, 0.0168, -0.1642, -0.1212, -0.0820, -0.1449, 0.1435, 0.0854, 0.0802, 0.0832, 0.0998, 0.0468, -0.1348, -0.1197, -0.1067, -0.1565, 0.1076, 0.0845, 0.0899, 0.0958, 0.1056]
}